[1]
A gas-phase ion, C2H3N2OS (charge -1) at a distorted geometry, computed with wB97M-V/def2-TZVPD.

Summary:
HOMO-LUMO gap = 0.2719 Eh
Relative energy (zero: lowest compared OMol25 entry of this formula, charge and spin) = 0.1069 eV
Total charge = -1
SMILES = C/N=N/C([O-])=S
Energy = -17985.374 eV

```
9
Properties=species:S:1:pos:R:3:mulliken_charge:R:1
C 0.06 -0.01 0.08 -0.668
N 1.20 0.09 1.00 -0.102
N 2.28 0.02 0.42 -0.287
C 3.50 -0.17 1.62 0.347
O 3.75 0.70 2.39 -0.529
S 4.01 -1.76 1.31 -0.526
H -0.78 -0.52 0.52 0.234
H 0.54 -0.52 -0.79 0.347
H -0.24 1.01 -0.21 0.183
```

***

[2]
2 unconnected molecules or ions with the total composition C30H30N3O at a distorted geometry, computed with wB97M-V/def2-TZVPD.

Summary:
HOMO-LUMO gap = 0.1818 Eh
Relative energy (zero: lowest compared OMol25 entry of this formula, charge and spin) = 0.7538 eV
Total charge = +1
Energy = -38107.834 eV

```
64
Properties=species:S:1:pos:R:3:mulliken_charge:R:1
H 0.13 -0.16 -0.86 -1.165
C -1.18 -1.08 -0.01 0.147
H -1.13 -1.91 -0.75 0.500
C -0.55 -1.25 1.26 -1.152
C -1.22 -0.94 2.42 0.084
N -2.52 -0.50 2.39 0.278
C -3.28 -0.32 3.57 1.269
C -2.68 0.00 4.78 -0.585
C -3.46 0.27 5.90 -1.044
C -4.85 0.16 5.86 0.790
C -5.70 0.41 7.07 -1.371
C -5.44 -0.21 4.66 -1.073
C -4.68 -0.43 3.51 -0.412
C -3.10 -0.22 1.16 -0.192
C -2.38 -0.31 -0.01 -0.086
C -3.06 0.32 -1.19 0.060
N -2.60 -0.01 -2.45 -0.340
O -3.95 1.15 -1.03 -0.628
H 0.45 -1.67 1.34 0.586
H -0.76 -1.08 3.39 0.392
H -1.60 0.06 4.83 0.314
H -2.99 0.59 6.81 0.402
H -6.62 -0.18 7.02 0.380
H -5.17 0.15 7.99 0.378
H -6.00 1.46 7.12 0.290
H -6.53 -0.30 4.62 0.363
H -5.20 -0.68 2.59 0.384
H -4.13 0.15 1.20 0.656
H -2.15 -0.90 -2.58 0.220
H -3.15 0.31 -3.23 0.288
C -0.31 1.59 -5.74 -0.918
N 0.49 1.05 -4.65 0.079
C 0.10 0.97 -3.34 -1.780
C 1.17 0.58 -2.53 0.780
C 0.98 0.43 -1.07 1.153
C 2.19 -0.19 -0.36 0.180
C 2.84 -1.33 -0.85 -0.267
C 4.05 -1.76 -0.30 -0.529
C 4.62 -1.07 0.77 0.965
C 6.00 -1.40 1.25 -1.437
C 3.87 -0.07 1.39 -0.901
C 2.65 0.34 0.85 -0.546
C 2.32 0.48 -3.41 0.672
C 3.69 0.52 -3.18 -0.110
C 4.56 0.67 -4.27 -0.854
C 4.09 0.85 -5.58 -0.685
C 2.70 0.92 -5.80 -0.902
C 1.84 0.74 -4.73 0.137
H 0.24 1.56 -6.69 0.288
H -1.26 1.03 -5.81 0.277
H -0.56 2.63 -5.49 0.349
H -0.90 1.21 -3.07 0.924
H 0.83 1.45 -0.65 0.524
H 2.42 -1.84 -1.72 0.387
H 4.56 -2.63 -0.73 0.384
H 6.27 -0.75 2.09 0.366
H 6.13 -2.44 1.57 0.325
H 6.75 -1.21 0.47 0.317
H 4.28 0.39 2.30 0.299
H 2.05 1.09 1.39 0.411
H 4.09 0.44 -2.17 0.406
H 5.63 0.64 -4.11 0.393
H 4.79 1.01 -6.41 0.368
H 2.30 1.16 -6.78 0.213
```

***

[3]
13 unconnected molecules or ions with the total composition C39H69F3O39 at a distorted geometry, computed with wB97M-V/def2-TZVPD.

Summary:
HOMO-LUMO gap = 0.3888 Eh
Relative energy (zero: lowest compared OMol25 entry of this formula, charge and spin) = 0.0000 eV
Total charge = 0
Energy = -129565.276 eV

```
150
Properties=species:S:1:pos:R:3:mulliken_charge:R:1
C 20.16 15.68 15.81 -1.136
O 19.58 14.86 16.86 -0.017
C 20.49 14.31 17.70 0.536
O 21.71 14.35 17.58 -0.658
O 19.89 13.68 18.71 -0.019
C 20.85 12.89 19.49 -0.839
H 20.53 15.03 15.07 0.622
H 20.80 16.38 16.27 0.394
H 19.32 16.18 15.42 0.340
H 21.66 12.57 18.81 0.320
H 20.37 12.01 19.90 0.218
H 21.20 13.59 20.29 0.298
C 17.44 21.37 17.03 -0.215
O 16.53 22.51 17.03 -0.375
C 15.23 22.27 17.26 0.652
O 14.69 21.17 17.44 -0.336
O 14.56 23.44 17.26 -0.378
C 13.16 23.26 17.38 -0.455
H 17.24 20.65 16.30 0.048
H 17.60 20.97 18.03 0.296
H 18.46 21.73 16.75 0.109
H 12.77 23.37 18.41 0.292
H 12.81 22.38 16.91 0.095
H 12.66 24.15 16.82 0.232
C 22.09 17.08 13.23 -0.412
O 23.30 17.76 13.05 -0.357
C 24.15 17.86 14.11 0.815
O 24.94 18.72 14.20 -0.535
O 23.94 16.90 15.04 -0.284
C 24.64 17.23 16.29 -0.699
H 22.39 16.05 13.49 0.378
H 21.51 17.19 12.31 0.338
H 21.58 17.64 14.05 -0.067
H 24.31 16.63 17.10 0.220
H 24.42 18.25 16.57 0.248
H 25.72 16.99 16.24 0.306
C 15.22 13.05 14.04 -0.182
O 14.78 12.18 15.16 -0.387
C 13.50 11.96 15.41 0.910
O 12.52 12.31 14.81 -0.598
O 13.49 11.08 16.44 -0.263
C 12.22 10.89 17.05 -0.702
H 15.30 12.38 13.20 0.472
H 16.19 13.47 14.31 -0.013
H 14.42 13.78 13.89 0.060
H 11.95 9.84 17.12 0.273
H 11.42 11.37 16.47 0.418
H 12.25 11.37 18.08 0.100
C 13.80 20.24 9.41 -0.636
O 13.51 20.49 10.81 -0.328
C 14.57 20.29 11.65 0.689
O 15.69 20.00 11.27 -0.559
O 14.06 20.40 12.83 -0.248
C 15.00 20.44 13.99 0.092
H 12.91 20.11 8.76 0.296
H 14.21 19.21 9.23 0.203
H 14.52 20.96 8.94 0.280
H 15.69 19.64 13.86 0.031
H 14.35 20.33 14.90 -0.323
H 15.50 21.42 14.02 0.465
C 13.35 13.34 21.22 -0.442
O 13.79 12.08 20.78 -0.370
C 14.80 11.96 20.00 0.794
O 15.68 12.81 19.83 -0.631
O 14.69 10.84 19.36 -0.320
C 15.68 10.25 18.55 -0.638
H 12.31 13.11 21.42 0.385
H 13.43 14.18 20.50 0.002
H 13.81 13.71 22.15 0.288
H 16.25 9.63 19.23 0.329
H 16.32 10.97 18.03 0.286
H 15.11 9.67 17.87 0.214
C 11.75 15.81 12.01 -0.789
O 13.03 15.68 12.60 -0.061
C 13.98 16.45 12.12 0.624
O 13.83 17.39 11.36 -0.597
O 15.15 16.10 12.68 -0.006
C 16.34 16.83 12.15 -0.264
H 11.09 15.12 12.45 0.246
H 11.79 15.69 10.93 0.330
H 11.42 16.81 12.33 0.210
H 16.07 17.88 12.10 -0.074
H 16.51 16.57 11.07 0.457
H 17.18 16.66 12.85 -0.020
C 23.36 20.79 11.42 -0.768
O 22.24 20.99 12.34 -0.229
C 21.06 20.64 11.97 0.803
O 20.77 20.29 10.83 -0.669
O 20.19 20.70 12.95 -0.214
C 18.83 20.08 12.72 -0.536
H 23.77 19.81 11.55 0.237
H 24.27 21.40 11.72 0.234
H 23.02 21.09 10.46 0.400
H 19.09 19.04 12.74 0.224
H 18.39 20.31 11.72 0.412
H 18.15 20.37 13.50 0.128
C 22.44 21.61 15.47 -0.535
O 21.26 21.15 16.12 -0.343
C 21.26 19.87 16.46 0.595
O 22.11 19.05 16.11 -0.383
O 20.14 19.64 17.19 -0.191
C 20.19 18.47 18.01 -0.232
H 22.10 22.41 14.75 0.222
H 23.00 20.89 14.86 0.104
H 23.17 22.01 16.19 0.342
H 19.96 18.74 19.02 0.394
H 21.21 18.04 18.01 0.242
H 19.53 17.77 17.59 -0.180
C 10.22 16.65 17.13 -1.022
O 11.03 17.64 16.42 0.581
C 10.22 18.30 15.59 0.423
O 9.10 18.01 15.32 -0.559
O 10.98 19.27 15.17 -0.089
C 10.44 20.16 14.21 -0.786
H 9.28 17.19 17.40 0.415
H 10.70 16.28 18.01 0.213
H 9.99 15.90 16.41 0.267
H 9.73 20.77 14.77 0.328
H 9.92 19.63 13.42 0.337
H 11.27 20.81 13.82 0.146
C 16.68 15.43 18.77 0.285
C 17.61 15.78 19.88 -0.115
O 17.10 16.96 20.40 -0.285
C 16.24 17.49 19.47 -0.543
O 15.74 18.54 19.57 -0.485
O 16.02 16.67 18.43 1.270
F 18.92 16.05 19.44 -0.220
H 16.01 14.66 19.12 -0.205
H 17.27 15.05 17.94 0.145
H 17.75 15.11 20.72 0.265
C 12.40 18.80 19.44 0.047
C 12.65 19.44 20.83 0.193
O 13.45 18.45 21.41 -0.365
C 13.39 17.22 20.78 0.312
O 13.97 16.27 21.07 -0.367
O 12.75 17.42 19.58 -0.061
F 11.44 19.42 21.52 -0.351
H 12.88 19.27 18.58 -0.062
H 11.33 18.77 19.26 0.347
H 13.01 20.47 20.97 0.288
C 14.17 17.61 16.27 0.738
C 13.84 16.16 16.46 0.488
O 14.95 15.49 15.93 0.042
C 15.92 16.37 15.58 -0.176
O 17.04 16.03 15.24 -0.547
O 15.43 17.63 15.70 0.201
F 12.72 15.72 15.76 -0.303
H 14.26 18.11 17.24 -0.743
H 13.52 18.18 15.68 0.117
H 13.70 15.86 17.46 -0.196
```